C22H21N3PtS5 as an isolated structure. Source: the Open Molecules 2025 dataset; level of theory: ωB97M-V/def2-TZVPD.

ΔE to the lowest compared entry with this formula, charge and spin: 0.0 kJ/mol
electronic energy: -85037.588 eV
F_max: 0.2 eV/A
HOMO energy: -0.5018 hartree
total charge: +2

```
52
Properties=species:S:1:pos:R:3:forces:R:3
Pt 0.137 -0.471 0.039 0.081 -0.010 -0.079
S 0.420 -2.672 -0.796 -0.078 0.026 0.033
C -1.255 -3.231 -0.826 0.060 0.065 0.015
C -1.497 -4.525 -1.286 -0.047 -0.049 -0.014
C -2.783 -5.034 -1.300 0.028 0.017 0.006
C -3.859 -4.279 -0.840 0.010 0.018 0.008
C -3.636 -3.001 -0.368 -0.038 -0.029 0.015
C -2.342 -2.484 -0.384 0.097 -0.018 -0.093
S -2.134 -0.830 0.214 -0.113 -0.021 0.117
C -2.616 0.208 -1.211 0.012 -0.038 -0.055
C -1.537 0.396 -2.239 -0.064 0.020 -0.053
C -1.826 0.857 -3.511 0.012 -0.015 -0.011
C -0.786 1.077 -4.399 0.043 -0.005 0.011
C 0.520 0.809 -4.011 -0.050 -0.015 -0.013
C 0.753 0.322 -2.741 0.025 0.029 -0.021
C 2.114 -0.106 -2.279 -0.022 -0.018 0.034
S 2.347 0.055 -0.474 -0.063 -0.017 -0.013
C 2.391 1.821 -0.277 0.011 -0.011 0.002
C 3.601 2.446 -0.575 0.013 0.008 -0.007
C 3.696 3.821 -0.479 0.004 -0.008 -0.006
C 2.587 4.556 -0.073 -0.006 -0.001 0.000
C 1.397 3.927 0.247 -0.005 0.015 0.004
C 1.283 2.539 0.157 0.019 -0.006 0.015
S -0.234 1.797 0.674 0.020 -0.027 0.027
N -0.269 0.149 -1.886 0.014 -0.003 0.098
H -0.669 -5.134 -1.626 0.004 0.008 -0.006
H -2.949 -6.040 -1.662 -0.001 -0.002 0.004
H -4.858 -4.692 -0.837 -0.002 0.002 0.000
H -4.456 -2.406 0.019 -0.003 0.001 -0.006
H -2.907 1.171 -0.788 0.043 0.014 0.022
H -3.500 -0.253 -1.651 -0.002 0.009 0.014
H -2.851 1.050 -3.794 -0.001 -0.007 -0.001
H -0.991 1.449 -5.393 -0.001 0.002 0.000
H 1.345 0.960 -4.693 0.006 0.000 0.003
H 2.911 0.450 -2.770 -0.004 0.015 0.005
H 2.251 -1.171 -2.482 0.020 0.004 -0.017
H 4.458 1.856 -0.877 0.001 0.002 0.002
H 4.628 4.316 -0.713 0.002 -0.002 -0.001
H 2.654 5.633 0.003 -0.004 0.002 0.004
H 0.546 4.509 0.576 0.000 0.002 0.001
S 0.631 -1.586 2.057 -0.014 0.009 -0.017
C 0.637 -0.590 3.473 -0.010 0.024 -0.026
N 0.931 -1.153 4.640 0.073 0.028 0.000
C 0.708 -0.219 5.753 -0.014 0.003 0.007
C 0.633 1.125 5.011 0.040 -0.008 -0.028
N 0.385 0.694 3.625 -0.097 0.008 0.004
H 1.116 -2.136 4.749 -0.046 -0.012 -0.001
H 1.525 -0.258 6.467 0.006 -0.001 -0.005
H -0.226 -0.462 6.260 0.006 -0.001 0.005
H 1.576 1.670 5.060 -0.008 0.018 0.009
H -0.170 1.762 5.370 -0.010 -0.009 0.006
H 0.168 1.306 2.844 0.054 -0.020 0.004
```
Positions in Å, forces in eV/Å.